# C68H55AsN5O3SSr

C68H55AsN5O3SSr as an isolated structure (ωB97M-V with the def2-TZVPD basis set, the Open Molecules 2025 dataset).

Positions of all 134 atoms, in Å:
C (-1.13052, -0.78345, -3.75308)
H (-3.71755, -4.31013, -1.28721)
H (-3.83636, 3.93563, -2.00093)
N (-0.90412, -2.46066, 2.38650)
C (-0.84867, 3.20311, -1.98953)
H (1.47562, 5.16153, 1.91750)
C (-2.57447, 3.62476, -3.69927)
H (0.24245, -4.38903, -7.59592)
C (1.30138, -3.59609, -2.72438)
H (-1.79679, -5.76289, -7.28074)
C (4.90715, 5.58324, 0.21769)
H (-5.13133, -0.47625, -0.42474)
C (2.44677, 5.26688, 1.45075)
C (-1.52589, -5.01323, -6.54741)
H (-2.57931, -3.69791, -3.60467)
H (2.55599, -3.49148, 1.73997)
C (-0.47969, -2.02484, -3.63499)
C (5.84441, -4.29475, 1.47740)
C (3.30168, -1.30318, 4.40261)
C (3.97163, 0.27360, 1.13113)
H (4.80968, -2.62860, 5.15835)
H (-6.58841, -1.06715, -3.07141)
C (-1.76101, -4.57496, -0.37714)
C (-0.38208, -4.24209, -6.72303)
N (-0.95781, 0.29554, -2.93459)
H (-4.86015, 6.20657, -5.49278)
H (5.16376, -1.31248, 7.23317)
H (-4.45151, -2.43104, 0.32417)
H (1.16085, -4.41917, -3.40845)
C (-3.23130, -4.15795, -0.31648)
H (5.86466, 5.70174, -0.27465)
H (-1.28737, -4.41029, 0.59416)
H (5.11543, 7.36231, 1.40856)
H (1.88616, 3.33108, 3.36659)
H (-6.71508, -2.03559, -1.60334)
C (3.25361, 6.35418, 1.77323)
C (0.52848, -2.36433, -2.70595)
H (4.42462, 3.77087, -0.83252)
C (2.76992, 0.60086, 5.76521)
C (-2.66810, -1.59315, 5.29462)
C (4.43942, -0.98531, 6.49677)
H (0.85385, -2.67470, -5.91600)
C (0.31290, 4.19296, 4.56473)
H (-2.76042, 0.29814, 6.20737)
H (-3.20853, -5.41396, -5.27288)
C (-6.52583, -1.02657, -1.98037)
H (-2.36798, -1.09386, -5.62000)
O (-2.62039, -0.19620, -0.18557)
H (-1.37747, 4.75249, 5.76121)
H (-5.29895, 5.57759, -3.13596)
C (0.43398, 4.77668, -1.01428)
C (0.98063, 3.14688, 3.93279)
H (2.99126, -4.20304, -1.47844)
N (0.01579, 2.52167, -1.19808)
H (7.21694, -3.37503, 0.10471)
C (-1.68652, 1.31924, -3.44991)
C (3.71075, 0.18139, 6.70042)
H (-7.33266, -0.38127, -1.62681)
H (-3.50831, -1.99306, 5.85142)
C (-0.57886, -2.09808, 3.84963)
H (0.91027, 5.69654, -0.71495)
N (2.06411, 0.68901, -0.07584)
H (-3.76492, -4.79729, 0.39022)
H (-1.17113, 5.41822, -2.34259)
C (-3.15332, 4.91015, -5.66694)
H (-2.94856, 5.18308, -6.69484)
H (2.20837, 1.51014, 5.94039)
H (2.91400, 7.07461, 2.50790)
C (2.54483, 1.85966, 0.39772)
H (0.69123, 5.20606, 4.49108)
C (2.03117, -2.18911, -1.12094)
C (6.19760, -3.40315, 0.47074)
N (0.98410, -1.56103, -1.71681)
H (-5.00885, 0.50707, -1.84867)
C (-4.02410, -1.38382, -2.06062)
H (0.24459, -2.74745, 4.16292)
H (3.87405, 0.77333, 7.59360)
H (-3.60208, -0.95681, -2.96815)
C (-0.27716, -0.65937, 4.08750)
C (3.58517, -3.46596, 1.39424)
O (-2.55552, -2.18320, 2.99239)
C (-0.67516, 1.59230, 4.76718)
C (4.53343, -4.32682, 1.93671)
H (-2.89882, -2.60535, 1.14066)
C (0.85152, 3.43301, -0.62691)
H (-2.26548, 2.45628, 5.93348)
C (2.55129, -0.14739, 4.61161)
C (0.49045, 1.85995, 4.04184)
C (4.48760, 6.51553, 1.15975)
H (5.51648, -1.84288, -0.84940)
C (2.00603, 3.14491, 0.12334)
Sr (-0.28300, 0.12744, -0.55578)
C (-2.40449, 0.85417, -4.63043)
H (-1.66287, -5.62892, -0.64716)
C (-1.07975, 0.16514, 4.76757)
H (-1.49428, 3.54764, -5.54293)
C (2.88871, -1.63089, -0.14858)
H (-4.35348, -2.40211, -2.28925)
H (6.58632, -4.96170, 1.89950)
S (-2.66281, -1.54581, -0.90666)
C (-4.46828, 5.13475, -3.67202)
C (-1.96670, -3.85012, -4.48728)
C (-1.35010, 2.64034, 5.38400)
C (-0.82661, -3.06963, -4.65439)
C (-4.22397, 5.48678, -4.99297)
C (-2.25946, -0.34314, 5.49011)
C (-0.03658, -3.27874, -5.78277)
H (4.33476, 2.35455, 1.69437)
C (2.92112, -0.29513, 0.30295)
C (3.74683, 1.60852, 1.18012)
C (3.93300, -2.56200, 0.39237)
C (-0.62431, 4.63572, -1.83823)
C (-2.33660, 3.98945, -5.02324)
C (-1.68963, 2.65146, -2.98004)
C (-2.00874, -2.45701, 4.25614)
C (4.09927, 4.49954, -0.09907)
C (4.23582, -1.72735, 5.34057)
C (-2.31823, -4.81581, -5.42404)
H (-1.19183, -3.99546, -1.10858)
C (-2.04635, -0.43560, -4.82650)
As (1.20438, 0.24202, 3.23025)
C (2.22571, -3.48936, -1.74179)
C (-3.64862, 4.21197, -3.03278)
H (4.24689, -5.02047, 2.71844)
H (3.17082, -1.87425, 3.48895)
O (-0.56515, -1.60615, 1.52735)
C (-0.85052, 3.93613, 5.28242)
C (-5.16465, -0.51881, -1.51382)
H (4.77608, -0.27293, 1.60133)
C (2.85792, 4.32102, 0.51434)
H (-2.09789, -3.51447, 4.53726)
C (-3.40901, -2.72776, 0.18577)
C (5.24649, -2.54294, -0.06700)
H (-3.07772, 1.44250, -5.23425)

Properties
LUMO energy (eV): 1.46
Frontier orbital gap (eV): 5.644
Total charge: -1
Calculated total energy (eV): -157512.3272

---

# C68H63N3O4P2PdS

C68H63N3O4P2PdS as an isolated structure (ωB97M-V with the def2-TZVPD basis set, the Open Molecules 2025 dataset).

Positions of all 142 atoms, in Å:
C (-4.59334, -6.03827, -2.84067)
H (-4.05892, -1.78212, -8.96663)
C (-5.39870, -7.09136, -2.39670)
C (-4.41029, -5.81521, -4.21967)
C (-0.89151, 3.61872, 2.97281)
H (-11.75536, -1.55660, -5.65632)
C (-10.80176, -3.74177, -4.89803)
C (-0.77768, -3.25786, 0.58468)
C (-6.96943, -3.20434, -7.06452)
H (-8.58419, 2.16233, -5.93552)
C (-5.78136, -7.75559, -4.70008)
H (3.97696, -0.71596, 1.39631)
O (3.07168, -4.04867, 3.23969)
C (-1.44285, -2.20502, 0.02413)
H (1.09417, -5.34490, 0.44479)
H (-4.05953, 0.72829, -4.45552)
H (-7.66231, -1.37041, -10.41830)
C (0.62870, -5.57697, 1.41902)
H (-7.62313, 0.05394, -6.80053)
C (-7.46426, -1.88740, -9.47903)
P (-3.53678, -4.32556, -4.73815)
H (-4.68710, -3.23140, 0.37722)
N (3.51904, -2.99238, 2.72009)
H (0.03786, -6.51781, -2.03906)
C (-2.84854, -2.14307, -0.02586)
H (1.29376, -4.39098, -1.69008)
H (-2.52263, -0.44342, -5.15785)
C (-7.03997, 0.65739, -6.11079)
H (-4.83382, -6.54558, -6.21536)
H (-11.09068, -4.29531, -3.98868)
C (-3.48060, -1.03815, -7.01099)
H (-5.92364, -0.49088, -8.87139)
C (-2.00307, -1.15002, -8.93712)
H (-1.77854, -7.18273, 0.46522)
C (-7.58492, 1.84703, -5.61974)
S (-1.71945, 1.37959, 1.52933)
H (-4.80649, -3.16595, -1.71523)
H (-0.85234, -7.46934, 1.97869)
C (-1.51878, -6.77802, 1.46095)
C (-0.85470, 5.00718, 3.13419)
H (1.05990, -4.91251, 2.18529)
P (-5.08040, -1.35109, -6.19839)
H (-0.32666, 0.00729, -6.20904)
C (-2.92384, -4.37094, 0.92262)
H (-2.42431, -6.66179, 2.06415)
C (-1.02324, 5.84921, 2.02905)
C (-1.49830, -4.39960, 0.99350)
H (-9.13111, -0.20232, -3.58792)
O (4.66670, -2.92170, 2.23087)
H (-8.84841, -4.52175, -3.62234)
H (-1.83520, -1.43026, -9.97688)
C (-2.00541, -4.84400, -9.08055)
H (-8.47398, -4.60716, -7.67641)
H (-0.87275, -1.40630, -0.46810)
H (-10.11031, -4.37345, -5.47931)
H (-8.95473, -3.41920, -9.81413)
C (-2.05001, -4.36568, -3.68978)
C (-4.99745, -6.68895, -5.14879)
C (-1.37439, -3.16135, -3.41722)
H (-6.62280, -4.38016, -2.57818)
H (-1.29133, 5.94646, -0.12584)
C (-1.08633, -4.81758, -8.02925)
C (-0.16628, -3.18486, -2.72476)
H (-0.69370, -1.28831, 3.01619)
C (-4.54465, -1.02894, -1.45982)
C (-1.51874, -5.57590, -3.20470)
C (-6.47965, -2.19196, -2.70513)
C (-5.04206, 1.04114, -4.80171)
C (-6.86571, 2.63324, -4.71357)
H (-1.65660, -4.90836, -10.11234)
C (-1.15211, -0.35770, -6.81966)
H (0.90858, -6.59934, 1.69725)
H (-4.09230, -5.39685, -2.10968)
H (-0.78452, 2.96425, 3.83624)
C (0.31438, -1.21336, 2.60610)
C (-5.17945, -2.16978, -1.98963)
C (-7.28888, -1.01475, -2.89722)
C (-0.34305, -5.58197, -2.45369)
C (-5.59121, 2.22614, -4.30155)
H (-5.02786, 2.83179, -3.58357)
N (-0.82286, -5.52009, 1.35940)
C (-8.54817, -1.11164, -3.43892)
H (-4.94005, -0.05512, -1.72399)
C (1.91158, -0.12327, 1.11569)
H (1.14385, -2.77269, 3.86988)
C (-5.99376, -7.94991, -3.33203)
H (-4.89032, -4.59552, -7.30174)
C (2.93950, -0.85056, 1.69163)
H (-10.27113, -0.57906, -5.58386)
H (0.36955, -2.25137, -2.53415)
C (-5.76125, 0.24198, -5.70630)
C (-1.52950, -4.69679, -6.71040)
O (-2.01393, 0.93496, 2.87350)
H (-0.01620, -4.87332, -8.23816)
C (-3.40057, -0.99950, -0.64646)
H (-5.55039, -7.24401, -1.32340)
H (-0.80177, -4.64019, -5.89918)
C (0.53396, -0.29519, 1.50651)
H (-4.09784, -4.74778, -9.63116)
O (-2.80805, 1.57993, 0.58135)
C (-1.14464, 3.08283, 1.70277)
C (-1.16378, 5.30330, 0.74650)
H (-2.03019, -6.52011, -3.39591)
C (-3.81818, -4.66981, -7.49507)
H (-6.21882, -8.44717, -5.42652)
C (-2.39781, -0.58420, -6.23278)
C (-3.59395, -3.26634, 0.43349)
C (-3.37367, -4.76145, -8.81336)
H (-2.86631, -0.06134, -0.61649)
N (-10.21778, -2.45347, -4.58500)
C (-6.24081, -2.04698, -7.39098)
H (-6.76670, -3.72261, -6.11760)
C (-2.90695, -4.62325, -6.42676)
C (-0.95585, -0.63266, -8.17324)
C (-3.26177, -1.34227, -8.36705)
H (-1.36847, 3.48984, -0.40591)
C (-8.18586, -3.03655, -9.14485)
H (-0.73940, 5.42555, 4.13647)
H (-7.29976, 3.55807, -4.31762)
H (0.30833, -3.24935, 0.62456)
C (-7.11925, -3.47175, -2.92882)
C (1.32476, -2.00611, 3.11660)
C (-7.93225, -3.69935, -7.94272)
H (-11.31415, -0.68486, -4.14537)
C (-0.53001, 0.37400, 0.78803)
H (-6.61429, -8.77914, -2.98413)
H (-6.89104, -0.06348, -2.54279)
C (-1.21149, 3.91901, 0.58157)
H (-1.07267, 6.92933, 2.17505)
Pd (-5.11412, -2.68538, -4.39843)
C (-8.39689, -3.54499, -3.44964)
C (0.35298, -4.38878, -2.24386)
H (-1.80218, -2.20948, -3.73959)
H (-11.69350, -3.57530, -5.50550)
H (-3.48389, -5.25433, 1.22142)
C (-10.92365, -1.25795, -5.00681)
H (-0.43216, 0.55538, -0.27888)
C (2.64262, -1.86994, 2.62163)
C (-6.49011, -1.38927, -8.60928)
H (2.14469, 0.65241, 0.38010)
H (0.01851, -0.46931, -8.62905)
C (-9.09611, -2.37196, -3.82049)

Properties
LUMO energy (eV): 3.65
Frontier orbital gap (eV): 3.370
Total charge: -2
Calculated total energy (eV): -117087.0953